A molecular structure, C25H21Br3N4O8. Source: OMol25; level of theory: the ωB97M-V functional and the def2-TZVPD basis.

For the total energy, the calculation gives -258721.7876 eV. The calculation puts the HOMO-LUMO gap at 9.1245 eV. The value obtained for the LUMO energy is -0.84 eV. The value obtained for the HOMO energy is -10.0 eV.

Structure (XYZ):
```
61
Properties=species:S:1:pos:R:3:forces:R:3:lowdin_charge:R:1
C -0.9251 -1.1504 0.3562 0.294 -0.371 0.222 -1.52
Br -2.0612 -0.7405 1.8872 0.489 -0.234 -0.479 0.62
Br -1.4929 -2.7798 -0.5814 0.179 0.686 0.414 0.58
Br 0.9527 -1.2716 0.9056 -0.596 0.009 -0.080 0.64
H -0.9418 -0.3353 -0.3572 -0.283 0.053 0.096 -0.07
C -1.6523 6.6933 -1.5004 0.309 -0.380 0.087 -0.07
C -0.6159 6.8914 -0.5932 -0.551 -0.392 -0.031 -0.06
C -0.1037 5.7984 0.0963 0.609 0.275 0.151 0.00
C -0.5861 4.5167 -0.1137 -0.589 1.193 -0.951 -0.14
C -1.6293 4.3291 -1.0180 -0.760 -0.447 0.086 0.00
C -2.1747 5.4102 -1.6892 0.452 1.112 0.132 -0.06
N 0.0027 3.4040 0.6089 -0.336 0.350 -0.053 -0.36
O 0.8761 3.6518 1.3996 0.689 0.079 0.496 0.10
O -0.4420 2.3074 0.3878 -0.322 -0.982 -0.169 0.06
H -2.0441 7.5031 -2.1010 -0.054 0.144 0.199 0.11
H -0.2566 7.8841 -0.3657 0.173 0.004 -0.145 0.11
H 0.7262 5.9607 0.7695 -0.081 -0.158 0.139 0.12
H -2.1121 3.3721 -1.1652 0.430 -0.205 0.109 0.10
H -3.0222 5.3735 -2.3592 0.031 -0.681 -0.021 0.11
C 2.9948 -1.8910 -2.1109 -0.403 1.356 0.044 -0.08
C 3.0844 -0.4921 -2.0823 0.742 -0.158 -1.038 -0.07
C 3.5146 0.1745 -3.2316 0.356 0.465 -0.190 0.00
C 3.7710 -0.5159 -4.4057 -0.592 -0.456 1.337 -0.15
C 3.5922 -1.8921 -4.4310 0.177 0.146 -1.473 -0.01
C 3.1940 -2.5830 -3.3087 0.298 0.100 1.335 -0.06
N 4.2019 0.2239 -5.6026 -0.130 -0.341 0.369 -0.36
O 4.3005 -0.4046 -6.6319 0.083 -0.077 -0.329 0.08
O 4.4233 1.4075 -5.4782 0.070 0.212 -0.071 0.08
H 2.7203 -2.3389 -1.1664 -0.014 -0.561 -0.247 0.06
H 2.9276 0.1121 -1.2019 -0.139 -0.265 0.219 0.09
H 3.7458 1.2334 -3.2569 -0.346 0.007 0.272 0.12
H 3.7722 -2.3460 -5.4004 -0.042 -0.372 0.266 0.12
H 3.1301 -3.6591 -3.2350 -0.059 -0.065 -0.569 0.11
C 2.6176 -2.1887 4.5010 0.429 -0.042 0.708 -0.06
C 1.7777 -3.1694 4.0174 -0.168 -0.237 0.570 -0.08
C 1.3674 -4.2046 4.8716 -0.608 0.385 -0.551 0.01
C 1.7660 -4.2158 6.1883 1.395 0.368 -0.338 -0.15
C 2.7217 -3.2992 6.6567 -1.196 -0.480 0.100 -0.01
C 3.0972 -2.2830 5.8206 0.296 0.403 -0.282 -0.07
N 1.3611 -5.3004 7.0663 -0.548 -0.570 0.306 -0.36
O 1.9368 -5.4359 8.1254 0.260 0.213 0.131 0.08
O 0.4531 -6.0217 6.7011 -0.071 0.050 -0.261 0.08
H 2.9342 -1.3486 3.8984 -0.073 -0.035 -0.140 0.10
H 1.3818 -3.1242 3.0142 0.081 -0.063 -0.032 0.04
H 0.6663 -4.9312 4.4855 0.069 -0.163 0.222 0.12
H 3.0443 -3.3518 7.6855 0.132 -0.053 -0.048 0.12
H 3.7862 -1.5597 6.2390 -0.012 0.177 -0.325 0.11
C -5.9303 -0.8408 -0.6936 0.367 -0.083 -0.606 -0.06
C -5.6256 -1.2583 -1.9839 0.107 -0.970 -0.289 -0.07
C -4.4405 -0.9150 -2.6100 0.480 1.357 -0.021 0.00
C -3.6421 0.0643 -2.0013 -0.857 -1.307 0.414 -0.17
C -3.9105 0.4577 -0.7032 0.571 0.624 -0.072 -0.06
C -5.0348 -0.0067 -0.0502 -0.605 0.357 0.272 -0.09
N -2.4743 0.5433 -2.7208 0.531 0.283 -0.253 -0.33
O -1.5461 0.9958 -2.0671 -0.130 -0.042 0.091 0.04
O -2.4831 0.4891 -3.9352 -0.143 -0.131 0.250 0.10
H -6.8368 -1.2401 -0.2619 0.003 0.309 0.324 0.11
H -6.3017 -1.9555 -2.4643 0.098 -0.005 -0.078 0.11
H -4.0602 -1.2715 -3.5582 -0.596 -0.205 -0.119 0.12
H -3.2467 1.1350 -0.1793 0.030 0.054 -0.181 0.10
H -5.2487 0.3898 0.9345 0.075 -0.242 0.082 0.11
```
Positions in Å, forces in eV/Å.

***

A molecular structure, C25H21BrN2O2Tc. Source: OMol25; level of theory: the ωB97M-V functional and the def2-TZVPD basis.

For the total energy, the calculation gives -105578.7237 eV. The calculation puts the HOMO-LUMO gap (spin up / spin down) at 7.0454 / 6.5534 eV. The value obtained for the LUMO energy (spin up / spin down) is -0.71 / -1.07 eV. As for the spin multiplicity: 4. The value obtained for the HOMO energy (spin up / spin down) is -7.8 / -7.6 eV.

Structure (XYZ):
```
52
Properties=species:S:1:pos:R:3:forces:R:3:lowdin_charge:R:1
C 0.6926 0.1268 -2.3332 0.303 0.080 0.729 -0.10
C 2.0172 0.0563 -1.8011 -0.237 -1.122 -0.480 -0.22
C 2.3008 -1.3394 -1.4560 1.468 -0.234 -1.441 -0.32
H 2.6824 0.8981 -1.6847 0.039 -0.165 -0.018 0.09
C 1.0472 -2.0666 -1.6588 0.399 -0.789 -1.712 -0.27
C 0.0911 -1.1409 -2.2332 0.110 -0.603 1.013 -0.11
H -0.9402 -1.3858 -2.5073 0.544 0.113 0.225 0.11
H 0.1910 1.0388 -2.6974 0.348 -0.614 0.398 0.12
H 3.1785 -1.7128 -0.9097 -0.052 0.009 -1.187 0.11
H 0.8416 -3.1290 -1.4634 0.385 0.622 -0.255 0.12
Tc 1.1053 -0.9060 0.0178 -3.720 1.264 -0.253 1.08
Br 1.9709 0.7879 1.3061 1.069 1.804 1.815 0.18
C -2.4478 1.5803 1.8181 1.240 0.672 -1.110 -0.11
C -2.9282 0.7609 0.7546 0.202 0.707 0.262 -0.08
C -2.1854 1.0993 -0.4454 2.026 -0.061 -0.701 -0.13
H -3.6446 -0.0698 0.8166 0.351 0.732 0.078 0.10
C -1.2209 2.0691 -0.1051 0.077 -2.048 -0.866 -0.15
C -1.3469 2.3490 1.3233 -1.416 -1.148 0.611 -0.10
H -0.5848 2.8903 1.8989 -0.716 -0.063 -0.221 0.09
H -2.8054 1.5846 2.8264 -0.077 -0.089 0.277 0.08
H -2.0992 0.4066 -1.3484 -0.486 1.404 1.274 0.09
H -0.2588 2.2310 -0.6575 -1.342 0.240 0.386 0.08
O -2.0684 -1.5482 1.9279 3.440 -1.821 0.749 0.04
C -0.9649 -2.1053 2.1354 -0.525 -0.768 -0.451 -0.44
N -0.5708 -2.9928 3.1159 -1.167 0.875 -0.358 0.16
C 0.8676 -3.2279 3.1954 0.182 0.037 0.911 -0.31
C 1.3101 -2.7308 1.8610 -1.407 -0.299 -2.402 -0.46
O 2.3463 -2.8604 1.1446 -1.678 0.740 1.924 0.00
N 0.1893 -2.1661 1.3268 0.325 1.988 -1.563 -0.02
C 1.4536 -2.3543 4.2824 0.315 -0.386 0.626 -0.16
C 2.5459 -1.5379 4.0188 -0.001 0.053 0.035 -0.05
C 3.0495 -0.7109 5.0184 -0.065 -0.119 0.316 -0.06
C 2.4982 -0.7563 6.3040 0.046 -0.002 -0.326 -0.08
C 1.4326 -1.6203 6.5801 -0.106 -0.172 -0.048 -0.07
C 0.9080 -2.4290 5.5716 0.399 0.485 -0.053 -0.03
C 1.1913 -4.6855 3.2566 0.230 -0.620 0.626 -0.15
C 2.1842 -5.1689 4.1113 -0.236 -0.411 -0.371 0.00
C 2.4496 -6.5407 4.1232 0.011 0.024 -0.120 -0.07
C 1.7435 -7.4047 3.2845 -0.110 -0.043 0.035 -0.09
C 0.7558 -6.9027 2.4291 0.132 0.146 0.014 -0.07
C 0.4877 -5.5371 2.4077 0.150 -0.447 0.128 -0.02
H -1.2417 -3.1933 3.8067 -0.303 -0.395 1.273 0.14
H 3.0135 -1.5566 3.0304 -0.186 0.143 0.415 0.09
H 3.8801 -0.0504 4.7683 -0.202 -0.128 0.256 0.11
H 2.9044 -0.1252 7.0916 -0.107 -0.104 -0.153 0.10
H 1.0005 -1.6765 7.5852 0.249 0.085 -0.383 0.11
H 0.0912 -3.1190 5.7843 0.161 0.201 -0.029 0.12
H 2.7490 -4.4879 4.7455 -0.187 -0.168 -0.115 0.12
H 3.2214 -6.9267 4.7895 -0.207 0.037 -0.191 0.11
H 1.9520 -8.4793 3.2998 -0.059 0.432 0.012 0.10
H 0.1920 -7.5604 1.7676 0.217 0.064 0.206 0.10
H -0.2697 -5.1280 1.7368 0.171 -0.135 0.215 0.12
```
Positions in Å, forces in eV/Å.

***

A molecular structure, C25H21BrN2O2Ti. Source: OMol25; level of theory: the ωB97M-V functional and the def2-TZVPD basis.

For the total energy, the calculation gives -126498.6950 eV. The calculation puts the HOMO-LUMO gap (spin up / spin down) at 2.6323 / 3.9271 eV. The value obtained for the LUMO energy (spin up / spin down) is 4.23 / 4.23 eV. As for the spin multiplicity: 3. As for the total charge: -2. The value obtained for the HOMO energy (spin up / spin down) is 1.6 / 0.3 eV.

Structure (XYZ):
```
52
Properties=species:S:1:pos:R:3:forces:R:3:lowdin_charge:R:1
C -1.7140 -0.7859 -3.6413 -1.391 0.229 0.445 -0.23
C -1.7151 -1.2687 -2.2923 -1.307 0.214 -0.707 -0.23
C -2.0923 -0.1860 -1.4446 -1.265 0.272 -0.574 -0.21
H -1.6226 -2.3166 -2.0139 0.233 0.360 0.083 0.10
C -2.2756 0.9854 -2.2446 -0.176 -1.404 0.195 -0.17
C -2.0039 0.6309 -3.5812 -1.239 -0.444 -0.167 -0.23
H -2.1071 1.3259 -4.4091 0.006 -0.462 0.584 0.07
H -1.6600 -1.4202 -4.5160 0.184 0.330 0.286 0.08
H -2.4018 -0.2924 -0.4018 0.593 0.178 -0.210 0.09
H -2.6523 1.9560 -1.9375 0.381 -0.072 0.181 0.09
Ti 0.0337 0.1233 -2.6559 -0.822 0.587 0.188 0.40
Br 1.6687 -1.6067 -2.7138 2.229 -2.322 0.580 0.10
C 1.4518 0.8614 -4.9256 -0.052 -0.669 -0.529 -0.26
C 0.3293 1.6670 -5.2776 -0.445 -0.764 -0.573 -0.22
C -0.6394 0.8134 -5.8815 1.139 0.159 -1.105 -0.27
H 0.2463 2.7516 -5.2005 0.006 -0.269 0.263 0.06
C -0.1168 -0.5099 -5.9193 0.870 0.992 -0.879 -0.24
C 1.1935 -0.4819 -5.3876 -0.295 0.699 -0.721 -0.32
H 1.9039 -1.3185 -5.4404 -0.538 0.584 0.451 0.04
H 2.4115 1.2134 -4.5380 -0.359 -0.095 -0.051 0.07
H -1.6095 1.1169 -6.2822 0.278 -0.095 0.211 0.07
H -0.6422 -1.3888 -6.2966 0.228 0.235 0.026 0.07
O 0.5120 1.6308 -1.3227 0.606 0.718 3.947 -0.11
C 0.4505 0.9386 -0.2259 0.181 0.252 -2.962 -0.53
N 0.6972 1.2904 1.0647 0.242 1.581 1.155 0.16
C 0.5623 0.1327 1.9297 -0.336 -0.046 0.956 -0.27
C 0.4218 -0.9842 0.8696 0.037 -0.113 -2.483 -0.41
O 0.5588 -2.1876 1.0796 -0.515 1.065 0.346 0.03
N 0.1849 -0.3565 -0.3435 1.073 -1.452 2.006 0.06
C 1.7518 -0.0951 2.8741 -0.371 0.476 -0.087 -0.13
C 2.7903 -0.9454 2.5047 0.222 -0.165 0.205 0.00
C 3.8878 -1.1103 3.3464 0.002 0.483 0.171 -0.08
C 3.9658 -0.3641 4.5316 -0.270 -0.538 0.316 -0.12
C 2.8703 0.3914 4.9724 -0.110 0.164 -0.535 -0.10
C 1.7611 0.5424 4.1242 0.702 -0.381 0.109 -0.03
C -0.7412 0.0710 2.7612 0.010 -0.369 -0.342 -0.15
C -0.9680 -1.1037 3.5148 -0.054 0.086 0.201 -0.02
C -2.1141 -1.2441 4.2960 0.127 0.415 -0.283 -0.09
C -3.0746 -0.2207 4.2782 0.163 0.164 0.072 -0.12
C -2.8850 0.9151 3.4827 0.316 -0.159 0.139 -0.09
C -1.7117 1.0684 2.7207 -0.284 -0.301 0.363 -0.03
H 0.7269 2.2646 1.3760 0.054 -0.810 -0.175 0.16
H 2.7186 -1.5258 1.5889 0.007 0.211 0.103 0.12
H 4.6727 -1.8233 3.0693 -0.204 0.444 0.125 0.10
H 4.8435 -0.4603 5.1714 -0.187 -0.016 -0.095 0.09
H 2.8628 0.8655 5.9637 0.152 -0.161 -0.512 0.09
H 0.8980 1.1212 4.4537 0.198 -0.113 -0.134 0.11
H -0.2350 -1.9195 3.4880 -0.222 0.489 -0.079 0.12
H -2.2469 -2.1350 4.9257 -0.004 0.425 -0.381 0.10
H -3.9463 -0.3010 4.9300 0.100 0.050 -0.293 0.09
H -3.6272 1.7155 3.4729 0.122 -0.286 0.005 0.09
H -1.5729 1.9592 2.1026 -0.017 -0.354 0.166 0.11
```
Positions in Å, forces in eV/Å.

***

A molecular structure, C25H21BrN4O3S3Sr. Source: OMol25; level of theory: the ωB97M-V functional and the def2-TZVPD basis.

For the total energy, the calculation gives -141751.2644 eV. The calculation puts the HOMO-LUMO gap at 7.6150 eV. The value obtained for the LUMO energy is 0.21 eV. The value obtained for the HOMO energy is -7.4 eV.

Structure (XYZ):
```
58
Properties=species:S:1:pos:R:3:forces:R:3:lowdin_charge:R:1
Sr -0.4583 -0.5928 -0.2822 4.510 -1.736 5.891 1.42
C 5.2641 -1.6713 -2.3374 -0.100 0.051 0.041 -0.04
C 3.9462 -2.3426 -2.0608 0.127 -0.059 -0.039 -0.25
C 3.6809 -3.6475 -2.4603 -0.033 0.000 0.031 -0.02
C 2.4742 -4.2473 -2.1350 0.137 -0.027 0.013 -0.09
C 1.5763 -3.4909 -1.4109 -0.235 0.231 0.141 -0.74
Br -0.0814 -4.2099 -0.8550 -0.093 -0.179 -0.064 0.81
N 1.7719 -2.2362 -1.0492 0.038 0.169 -0.191 -0.01
C 2.9414 -1.6794 -1.3695 -0.064 -0.004 0.042 -0.08
H 5.9172 -2.3115 -2.9276 -0.012 0.005 -0.013 0.08
H 5.7742 -1.4365 -1.4019 0.018 -0.009 -0.019 0.09
H 5.1212 -0.7329 -2.8751 0.016 -0.021 -0.014 0.08
H 4.4228 -4.2043 -3.0207 -0.002 0.014 0.017 0.12
H 2.2434 -5.2639 -2.4175 0.002 0.020 0.009 0.11
H 3.0757 -0.6516 -1.0491 0.011 0.001 0.003 0.13
C 0.9797 5.1075 6.1225 -0.030 0.075 0.022 -0.05
C 1.2759 4.8840 7.5828 0.044 -0.120 -0.014 -0.74
O 1.4834 5.7682 8.3706 -0.061 0.008 -0.043 0.00
S 1.3470 3.1977 8.1943 0.002 0.064 0.029 1.01
C 1.1137 2.1949 6.7487 0.061 0.019 0.060 -0.58
C -0.1622 1.7947 6.3649 0.010 -0.091 -0.012 -0.11
C -0.3365 1.0191 5.2312 0.031 0.016 0.069 -0.03
C 0.7616 0.6276 4.4564 0.011 0.070 -0.217 -0.28
C 2.0453 0.9888 4.8863 -0.030 0.052 0.091 -0.03
C 2.2195 1.7680 6.0180 -0.071 -0.074 -0.031 -0.10
C 0.5811 -0.0524 3.2068 0.036 -0.170 -0.210 -0.24
C 0.4685 -0.5697 2.0956 0.095 0.203 0.709 -0.19
H 0.1580 4.4822 5.7783 0.026 -0.001 0.001 0.07
H 1.8608 4.8496 5.5322 -0.021 -0.033 0.004 0.09
H 0.7418 6.1593 5.9802 0.040 0.008 0.016 0.08
H -1.0160 2.0990 6.9581 0.006 -0.002 -0.017 0.11
H -1.3277 0.7089 4.9289 -0.002 0.041 -0.034 0.11
H 2.8995 0.6550 4.3122 -0.010 0.045 -0.018 0.11
H 3.2123 2.0552 6.3429 -0.013 -0.013 -0.022 0.10
N -5.4185 -2.8381 -6.4368 0.066 0.044 0.080 0.11
C -4.7113 -2.3077 -5.3759 -0.063 0.001 -0.004 -0.31
C -3.8975 -1.1828 -5.5594 0.013 0.034 -0.021 -0.02
C -3.2272 -0.6250 -4.4921 -0.070 -0.035 0.164 -0.05
C -3.3644 -1.1838 -3.2256 0.139 -0.135 -0.115 -0.29
C -4.1582 -2.3076 -3.0262 0.052 0.106 -0.024 -0.04
C -4.8336 -2.8598 -4.0961 -0.004 -0.014 0.015 -0.02
S -2.4734 -0.5076 -1.8868 -1.591 0.032 -1.500 0.51
O -3.1099 0.6594 -1.3197 -0.145 -0.077 -0.086 -0.30
O -2.3059 -1.5912 -0.9031 -1.997 -0.868 -0.962 -0.55
N -1.0031 -0.1564 -2.4244 -0.974 0.854 -1.937 -0.33
C -0.5991 1.1413 -2.1566 -0.247 0.948 -1.031 -0.81
S -1.2698 2.5406 -2.9437 0.236 -0.130 0.135 1.07
C -0.2944 3.5520 -1.9550 -0.087 0.036 -0.155 -0.38
C 0.4623 2.8038 -1.1262 0.127 -0.219 0.002 -0.22
N 0.2987 1.4376 -1.2447 0.094 0.920 -0.676 -0.11
H -5.0925 -2.6049 -7.3589 -0.018 -0.034 -0.017 0.09
H -5.7422 -3.7849 -6.3369 -0.004 -0.003 -0.036 0.09
H -3.7846 -0.7592 -6.5503 -0.026 0.005 0.020 0.11
H -2.5836 0.2346 -4.6292 0.011 -0.038 -0.072 0.10
H -4.2232 -2.7443 -2.0386 -0.025 -0.018 -0.037 0.12
H -5.4537 -3.7364 -3.9497 0.006 0.026 0.001 0.11
H -0.3467 4.6252 -2.0347 0.062 -0.021 0.045 0.07
H 1.1563 3.1759 -0.3885 0.001 0.031 -0.020 0.11
```
Positions in Å, forces in eV/Å.